The following is a quantum chemistry calculation of a 9-piece molecular cluster, C35H56FN3O12 overall in a non-equilibrium geometry, from the Open Molecules 2025 dataset.

Properties
Calculated total energy, hartree: -2533.91070
Lowest unoccupied orbital energy, eV: -1.22
E_HOMO, eV: -7.9

```
107
Properties=species:S:1:pos:R:3:forces:R:3:lowdin_charge:R:1
O 2.908 0.746 5.463 -1.855 -1.119 -0.146 0.02
C 2.398 1.292 4.468 3.469 1.834 0.095 -0.69
O 2.985 2.258 3.884 -2.711 -1.730 -0.493 -0.01
C 1.042 0.696 4.007 -3.673 0.373 -0.176 0.09
C 0.861 -0.540 3.204 1.843 0.728 0.463 -0.01
N -0.241 -1.133 2.752 0.344 0.051 0.197 0.15
N -1.365 -0.581 3.083 2.369 2.213 1.501 -0.08
F -2.495 -1.179 2.663 0.401 0.078 0.070 0.12
C -1.404 0.543 3.851 -2.423 2.342 1.368 -0.01
C -2.831 1.069 4.216 -1.675 0.429 -0.430 -0.23
C -3.761 1.587 3.231 -0.453 0.212 -0.399 -0.01
C -5.096 2.135 3.521 2.334 -1.260 3.468 -0.01
C -5.400 2.106 4.976 1.902 -0.706 -2.326 -0.02
C -4.379 1.522 5.837 -1.565 0.654 0.481 -0.14
N -3.160 1.023 5.536 -0.781 0.693 -1.610 0.10
C -0.293 1.314 4.376 2.017 -3.074 -1.647 0.02
C -0.410 2.600 5.250 -0.665 0.433 -0.798 -0.11
O 0.564 3.577 4.888 0.566 -1.043 2.043 -0.15
O 0.426 3.831 3.539 -0.871 0.408 -2.113 -0.04
H 1.815 -1.064 2.928 -1.197 0.459 0.153 0.15
H -3.433 1.575 2.158 -0.290 0.028 1.131 0.11
H -5.785 2.554 2.761 0.733 -0.402 0.665 0.10
H -6.362 2.513 5.368 1.115 -0.451 -0.296 0.10
H -4.648 1.488 6.928 0.444 -0.017 -1.154 0.11
H -0.260 2.362 6.339 -0.002 0.236 -1.153 0.16
H -1.411 3.104 5.101 0.743 -0.941 0.201 0.13
H 1.322 4.008 3.173 0.092 -0.381 0.900 0.08
C 0.651 -4.683 3.151 -0.161 0.020 -0.380 -0.03
C 2.070 -4.821 2.660 0.247 -0.041 -0.213 -0.49
O 2.334 -4.805 1.475 -0.209 -0.017 0.225 0.05
C 3.153 -4.979 3.693 0.255 0.038 -0.305 -0.01
H -0.018 -4.577 2.296 0.062 0.008 0.054 0.08
H 0.364 -5.574 3.712 0.034 0.128 0.175 0.08
H 0.561 -3.795 3.779 -0.011 -0.147 0.165 0.07
H 2.979 -5.884 4.278 -0.058 0.134 0.160 0.09
H 3.175 -4.105 4.348 -0.101 -0.131 0.159 0.09
H 4.117 -5.066 3.190 -0.093 -0.031 0.082 0.06
C -8.349 5.929 2.342 0.670 0.157 0.091 -0.03
C -8.193 4.688 3.181 0.236 0.138 0.091 -0.48
O -7.154 4.449 3.767 -0.216 -0.073 -0.130 0.04
C -9.370 3.753 3.269 0.223 -0.347 0.274 -0.02
H -7.422 6.503 2.376 -0.058 -0.048 0.151 0.08
H -8.556 5.657 1.305 -0.066 0.188 0.404 0.06
H -9.158 6.546 2.738 -0.129 -0.078 -0.183 0.09
H -9.623 3.381 2.277 -0.157 0.196 0.025 0.07
H -10.226 4.272 3.706 -0.077 0.002 -0.202 0.09
H -9.112 2.905 3.907 0.005 0.104 0.013 0.08
C 4.026 6.120 0.516 -0.117 -0.317 -0.061 -0.02
C 3.463 6.221 1.910 -0.162 -0.269 0.164 -0.49
O 2.839 5.309 2.404 -0.076 0.145 -0.130 0.07
C 3.708 7.502 2.665 -0.152 -0.104 0.293 -0.02
H 3.774 5.146 0.094 0.016 0.065 0.070 0.08
H 3.594 6.898 -0.117 0.187 0.094 0.022 0.08
H 5.112 6.218 0.545 -0.038 0.180 -0.078 0.09
H 3.262 8.341 2.127 0.195 0.043 -0.055 0.08
H 4.780 7.661 2.789 -0.028 0.142 -0.140 0.09
H 3.248 7.434 3.651 0.032 -0.033 -0.086 0.08
C -11.248 6.273 -1.001 0.354 0.090 0.101 -0.01
C -11.093 5.029 -0.166 0.217 -0.072 0.103 -0.47
O -10.057 4.787 0.420 -0.653 -0.207 -0.647 0.03
C -12.274 4.096 -0.088 0.197 -0.200 0.249 -0.01
H -10.323 6.849 -0.967 -0.067 -0.056 0.002 0.09
H -11.454 6.001 -2.038 -0.193 0.063 0.048 0.09
H -12.059 6.887 -0.605 -0.107 -0.073 -0.170 0.09
H -12.525 3.729 -1.084 -0.157 0.133 0.018 0.09
H -13.129 4.615 0.348 -0.075 -0.003 -0.201 0.09
H -12.021 3.245 0.546 -0.009 0.070 -0.051 0.08
C 2.662 -2.803 -3.796 0.363 0.419 -0.083 -0.03
C 3.368 -3.251 -2.543 0.071 0.026 -0.038 -0.48
O 4.578 -3.360 -2.500 -0.176 0.029 0.120 0.04
C 2.516 -3.562 -1.340 0.492 -0.065 0.093 -0.03
H 3.395 -2.614 -4.581 -0.331 -0.038 0.359 0.05
H 1.979 -3.583 -4.136 -0.117 0.116 0.039 0.09
H 2.114 -1.878 -3.597 -0.238 -0.164 0.113 0.09
H 1.827 -4.376 -1.573 -0.142 0.142 0.036 0.09
H 1.960 -2.672 -1.038 -0.169 -0.100 -0.082 0.09
H 3.154 -3.871 -0.514 -0.116 0.008 -0.062 0.05
C 6.386 -4.587 -4.876 -0.307 0.012 0.287 -0.01
C 5.493 -4.196 -6.023 -0.252 0.099 0.004 -0.47
O 4.368 -3.772 -5.839 0.608 -0.451 -0.500 0.04
C 6.047 -4.352 -7.415 -0.374 0.142 -0.121 -0.01
H 5.861 -4.422 -3.937 0.052 0.054 -0.097 0.05
H 6.648 -5.644 -4.953 0.206 0.072 -0.124 0.09
H 7.290 -3.974 -4.884 0.091 -0.170 -0.087 0.09
H 6.293 -5.399 -7.602 0.206 0.064 0.029 0.09
H 6.935 -3.729 -7.534 0.096 -0.180 -0.007 0.09
H 5.298 -4.034 -8.141 0.130 -0.004 0.001 0.05
C 5.993 -6.113 0.081 -0.251 -0.110 0.182 -0.01
C 6.679 -5.455 1.250 -0.177 -0.070 0.279 -0.49
O 6.256 -5.577 2.381 0.129 0.031 -0.204 0.05
C 7.911 -4.638 0.958 0.051 0.103 0.340 -0.02
H 5.123 -6.666 0.437 0.061 0.071 0.002 0.08
H 5.659 -5.353 -0.630 0.144 -0.048 -0.117 0.07
H 6.677 -6.810 -0.407 0.025 0.148 -0.143 0.08
H 7.660 -3.815 0.286 0.082 -0.123 -0.147 0.09
H 8.679 -5.271 0.509 -0.053 0.097 -0.178 0.08
H 8.299 -4.224 1.890 -0.053 -0.046 -0.059 0.08
C 2.638 -2.355 -11.914 0.294 0.039 -0.188 -0.03
C 3.361 -2.812 -10.672 0.350 -0.042 0.047 -0.50
O 4.568 -2.921 -10.651 -0.242 0.003 0.013 0.06
C 2.521 -3.127 -9.460 0.315 -0.091 0.145 -0.02
H 3.363 -2.164 -12.705 -0.038 -0.023 0.080 0.08
H 1.948 -3.131 -12.250 -0.148 0.129 0.075 0.08
H 2.093 -1.431 -11.708 -0.169 -0.125 -0.006 0.08
H 1.827 -3.937 -9.689 -0.146 0.152 -0.003 0.09
H 1.971 -2.237 -9.147 -0.158 -0.102 -0.066 0.09
H 3.169 -3.442 -8.641 -0.080 0.053 -0.031 0.06
```
Positions in Å, forces in eV/Å.